# 1
This record from the Open Molecules 2025 dataset describes a structure of composition C13H19N5O5SZr. The level of theory is the ωB97M-V functional and the def2-TZVPD basis.

Structure (XYZ):
```
44
Properties=species:S:1:pos:R:3:forces:R:3:mulliken_charge:R:1
Zr -0.2655 0.0280 -0.8412 0.0 0.3 -0.2 1.326
C 2.6964 0.0586 0.3448 0.0 0.0 -0.1 -0.888
O 1.6164 0.8882 -0.0750 0.3 0.1 0.0 -0.246
C 1.3488 0.9337 -1.5540 -0.5 -0.2 0.2 0.007
C 2.3105 1.7281 -2.3492 0.2 0.1 0.2 -1.362
H 2.5288 -0.2099 1.3883 0.0 0.0 0.0 0.262
H 3.6375 0.6047 0.2547 0.0 0.0 0.0 0.260
H 2.7385 -0.8409 -0.2780 0.0 0.0 0.0 0.323
H 3.3189 1.2938 -2.3633 0.0 0.0 0.0 0.314
H 2.4042 2.7568 -1.9771 0.0 0.0 0.0 0.244
H 1.9598 1.7688 -3.3796 0.0 0.0 0.0 0.367
C 0.5097 -5.8168 -1.1084 0.0 0.0 0.0 -0.950
N 0.3072 -4.5476 -0.4237 0.0 0.0 0.0 0.079
C 0.0554 -4.4905 0.9066 0.0 0.0 0.0 0.289
C -0.1781 -3.3297 1.5556 0.0 0.0 -0.1 -1.292
C -0.1364 -2.1394 0.7583 0.1 -0.1 0.1 1.102
O -0.3453 -0.9683 1.2082 -0.1 0.0 0.0 -0.627
N 0.1405 -2.2102 -0.5565 0.0 0.0 -0.1 0.057
C 0.3147 -3.3852 -1.2252 0.0 -0.1 0.1 -0.001
O 0.4725 -3.4866 -2.4233 0.0 0.0 0.0 -0.690
H 0.6696 -6.5929 -0.3635 0.0 0.0 0.0 0.320
H 1.3767 -5.7432 -1.7594 0.0 0.0 0.0 0.319
H -0.3550 -6.0646 -1.7229 0.0 0.0 0.0 0.299
H 0.0526 -5.4441 1.4188 0.0 0.0 0.0 0.328
H -0.3775 -3.2855 2.6132 0.0 0.0 0.0 0.474
C 0.6943 5.1765 1.3610 0.0 0.0 0.0 -1.167
C -0.5574 4.7853 2.1346 0.0 0.0 0.0 -0.222
C -1.1685 3.5220 1.6130 0.1 0.0 0.0 0.230
N -0.7230 2.8705 0.6090 0.0 0.0 0.0 -0.530
N -1.4355 1.7221 0.3368 0.1 0.1 0.0 -0.020
C -2.4512 1.5479 1.1519 0.0 -0.1 0.0 0.469
N -3.3423 0.5490 1.0485 0.0 0.0 0.0 -0.324
S -2.5795 2.7883 2.3455 0.0 0.0 0.0 -0.283
H 1.1209 6.0877 1.7789 0.0 0.0 0.0 0.396
H 0.4652 5.3465 0.3104 0.0 0.0 0.0 0.297
H 1.4402 4.3843 1.4055 0.0 0.0 0.0 0.238
H -1.3046 5.5821 2.0877 0.0 0.0 0.0 0.310
H -0.3258 4.6439 3.1937 0.0 0.0 0.0 0.304
H -3.1972 -0.1407 0.3167 0.0 0.0 0.0 0.290
H -3.9120 0.3080 1.8378 0.0 0.0 0.0 0.209
O -2.4557 -0.7636 -1.3026 -0.1 0.0 0.0 -0.649
C -2.4071 -0.1685 -2.4193 0.0 0.0 0.0 0.311
O -1.4082 0.5132 -2.7441 0.0 0.0 -0.1 -0.608
H -3.2533 -0.2597 -3.1134 0.0 0.0 0.0 0.432
```
Forces are in eV/Å.

Calculated values
E: -1602.08954 Eh
HOMO-LUMO gap: 6.313 eV
Energy relative to the best compared isomer or geometry (same formula, charge and spin): 0.0 kcal per mole
Total charge: 0
Max |F|: 0.011 Eh/bohr

---

# 2
This record from the Open Molecules 2025 dataset describes a structure of composition C13H19N7O2PPt. The level of theory is the ωB97M-V functional and the def2-TZVPD basis.

Structure (XYZ):
```
43
Properties=species:S:1:pos:R:3:forces:R:3:mulliken_charge:R:1
Pt 0.4731 -0.0395 0.2138 1.5 -0.9 0.4 1.351
O -1.5907 1.1559 -0.4092 -0.4 0.4 0.1 -0.535
C -2.3603 1.0946 -1.3356 0.0 -0.3 -0.2 0.772
C -3.4734 2.0508 -1.4580 -0.1 0.1 0.0 -0.501
C -4.3409 1.9588 -2.4749 0.0 0.0 0.0 -0.667
C -4.1719 0.9123 -3.4461 -0.1 0.1 0.0 -0.338
C -3.1581 -0.0236 -3.4071 0.3 -0.2 0.2 -0.985
C -2.2031 -0.0022 -2.3884 -0.2 0.0 -0.2 0.775
C -1.1455 -0.9510 -2.3376 0.2 -0.1 0.1 0.278
N -0.0979 -1.1189 -1.4626 -0.4 0.5 0.3 -0.301
C 0.6195 -2.1708 -1.8666 0.1 -0.2 -0.1 -0.474
C 0.0424 -2.7041 -3.0197 0.1 0.0 0.1 -0.261
N -1.0175 -1.9470 -3.2814 -0.1 0.1 0.1 0.006
H -3.5416 2.7995 -0.6792 0.0 0.0 0.0 0.519
H -5.1693 2.6463 -2.5825 0.0 0.0 0.0 0.477
H -4.8879 0.8564 -4.2592 0.0 0.0 0.0 0.473
H -3.1356 -0.7663 -4.1920 0.0 0.0 0.0 0.426
H 1.5028 -2.5127 -1.3536 0.0 0.0 0.0 0.552
H 0.3332 -3.5472 -3.6271 0.0 0.0 0.0 0.478
H -1.6418 -2.1091 -4.0607 0.0 0.0 0.0 0.186
C 1.5553 3.7890 -1.0152 0.0 0.0 0.1 -1.006
P 2.5560 2.3135 -1.1063 0.1 0.2 0.1 0.967
C 2.6357 1.7791 -2.8102 0.0 -0.1 0.1 -1.038
C 4.1968 2.6827 -0.5282 0.0 -0.1 0.0 -1.143
O 1.9737 1.1791 -0.2074 -0.2 0.4 -0.7 -0.699
H 1.9836 4.5683 -1.6477 0.0 0.0 0.0 0.413
H 1.5319 4.1475 0.0145 0.0 0.0 0.0 0.368
H 0.5370 3.5837 -1.3461 0.0 0.0 0.0 0.252
H 3.1234 2.5456 -3.4141 0.0 0.0 0.0 0.411
H 1.6332 1.6090 -3.2042 0.0 0.0 0.0 0.297
H 3.2186 0.8600 -2.8760 0.0 0.0 0.0 0.345
H 4.6395 3.4555 -1.1591 0.0 0.0 0.0 0.399
H 4.8174 1.7874 -0.5696 0.0 0.0 0.0 0.363
H 4.1554 3.0434 0.4998 0.0 0.0 0.0 0.371
N -1.6608 -1.6177 4.5748 -0.1 0.0 0.1 -0.579
N -1.1361 -1.7514 3.3637 0.0 -0.1 0.1 1.355
N -0.8773 -2.9438 2.8577 -0.1 0.1 0.1 -0.776
C -0.3614 -2.6357 1.6841 0.1 0.0 0.0 -0.158
N -0.3081 -1.3106 1.5309 -0.8 0.0 -0.5 0.095
N -0.8362 -0.7426 2.6175 0.0 -0.1 0.1 -0.523
H -1.9055 -2.4691 5.0536 0.0 0.0 0.0 0.300
H -1.8090 -0.6856 4.9220 0.0 0.0 0.0 0.271
H -0.0122 -3.3671 0.9768 0.0 0.0 0.0 0.487
```
Forces are in eV/Å.

Calculated values
E: -1500.11371 Eh
HOMO-LUMO gap (spin up / spin down): 4.913 / 4.913 eV
Energy relative to the best compared isomer or geometry (same formula, charge and spin): 4.4 kcal per mole
Total charge: +3
Max |F|: 0.035 Eh/bohr

---

# 3
This record from the Open Molecules 2025 dataset describes a cluster of 2 separate species, C13H20BCl2O4 in total. The level of theory is the ωB97M-V functional and the def2-TZVPD basis.

Structure (XYZ):
```
40
Properties=species:S:1:pos:R:3:forces:R:3:mulliken_charge:R:1
C -0.9668 0.2404 3.6162 -0.4 -1.7 -8.3 -1.230
C -0.9211 -0.0054 2.2201 0.7 1.6 6.9 -0.312
C -0.9621 0.2895 0.5783 -0.7 1.1 1.2 1.538
C -0.7086 1.8538 0.1600 0.2 0.8 1.0 -1.315
C 0.7815 2.4387 0.5303 0.6 1.5 -0.1 0.774
C 1.0401 3.8607 -0.3102 0.1 -0.3 0.8 -1.283
C 0.9036 2.8816 2.1382 -0.6 -0.7 -0.3 -0.912
O -2.4047 0.0446 0.2986 0.1 -3.6 1.7 -0.455
C -2.5251 -1.3976 0.6871 -2.1 -1.0 2.1 0.525
O -3.4837 -2.0020 1.3951 6.7 4.0 -5.5 -0.569
O -1.2931 -1.9954 0.1068 -2.4 0.9 1.2 -0.406
C -0.3348 -0.9249 -0.3269 -1.5 0.6 0.2 0.539
C -0.6252 -0.6787 -1.9210 -0.6 -0.2 -0.8 -1.021
C 0.2229 -1.6398 -2.9427 -0.4 -0.8 0.4 0.155
C -0.3390 -3.2121 -2.9985 -0.8 0.8 -0.8 -0.971
Cl -0.1143 -0.9620 -4.6752 0.5 -0.4 1.2 -0.245
B 1.1045 -1.5424 0.1736 1.9 0.4 1.5 0.749
C 1.6836 -3.0587 -0.1841 0.0 -0.1 0.8 -0.729
O 2.0040 -0.7136 1.0510 -2.6 -2.4 -0.3 -0.595
H -1.2762 0.2902 4.7684 1.0 -0.7 -3.2 0.367
H -1.4813 2.4984 0.8025 1.6 -1.6 -1.3 0.407
H -0.9310 2.1150 -0.9589 0.3 -1.0 1.9 0.258
H 1.6709 1.7298 0.1965 -2.1 1.2 0.9 0.096
H 0.3732 4.7119 0.1635 1.2 -1.7 -1.1 0.293
H 2.1670 4.1771 -0.1055 -2.4 -0.7 -0.6 0.337
H 0.8367 3.7460 -1.4602 0.4 0.3 2.2 0.319
H 1.3957 1.9961 2.7413 -1.0 2.0 -1.1 0.158
H -0.1950 3.0491 2.5506 2.4 -0.4 -0.7 0.114
H 1.4981 3.8913 2.2787 -1.0 -2.2 -0.4 0.362
H -1.7770 -0.9327 -2.1034 2.5 0.6 0.4 0.254
H -0.4900 0.4353 -2.2763 0.0 -2.2 1.0 0.370
H 1.3922 -1.5825 -2.8214 -2.5 -0.1 -0.1 0.351
H 0.4245 -3.9169 -3.5442 -1.4 1.4 1.3 0.249
H -1.3011 -3.1600 -3.7006 2.1 -0.1 1.6 0.375
H -0.7117 -3.6041 -1.9605 1.1 0.8 -1.9 0.201
H 2.2196 -3.4658 0.8002 -0.9 0.9 -2.2 0.230
H 0.8499 -3.8359 -0.4502 1.8 1.5 0.2 0.188
H 2.4944 -2.9067 -1.0285 -1.6 -0.6 1.6 0.257
H 1.7438 -0.9852 1.9924 0.5 0.8 -1.6 0.307
Cl -1.9643 2.2728 4.5189 -0.4 1.2 0.4 -0.730
```
Forces are in eV/Å.

Calculated values
E: -1753.30576 Eh
HOMO-LUMO gap: 6.480 eV
Total charge: -1
Max |F|: 0.186 Eh/bohr

---

# 4
This record from the Open Molecules 2025 dataset describes a cluster of 3 separate species, C13H20Br3Cl4F2N3O3P in total. The level of theory is the ωB97M-V functional and the def2-TZVPD basis.

Structure (XYZ):
```
49
Properties=species:S:1:pos:R:3:forces:R:3:mulliken_charge:R:1
C -2.3155 -1.5355 -3.1428 0.0 1.0 0.4 -1.679
C -1.5386 -1.2444 -1.8952 -1.1 -0.3 -0.4 0.484
Br -2.5546 -0.4306 -0.5042 0.2 -0.4 -0.1 -0.055
C -0.2510 -1.5114 -1.7664 0.4 -0.6 0.0 -0.612
Br 0.6384 -2.2821 -3.2734 0.0 0.3 0.3 -0.079
C 0.4794 -1.2044 -0.5243 1.0 0.3 -0.3 0.429
C 1.9370 -0.7339 -0.5470 -0.6 0.4 1.6 -1.368
C 2.1119 -0.4942 1.0058 -0.7 0.6 -0.5 -0.232
N 3.4681 -0.3441 1.5367 -1.2 -0.1 0.9 0.210
C 3.9475 -1.4664 2.2674 1.4 -1.1 -1.3 0.711
O 4.6485 -2.3156 1.8255 -0.7 0.6 0.4 -0.415
F 3.5002 -1.5124 3.5147 -0.2 0.3 0.4 -0.216
C 3.6863 0.8947 2.2100 2.4 1.1 -0.5 0.587
O 4.7128 1.4936 2.1077 -1.1 -0.7 0.3 -0.463
F 2.6869 1.3861 2.9297 -0.6 -0.4 -0.2 -0.181
C 1.0871 -1.4079 1.7311 -0.5 -1.0 0.2 -0.382
Br -0.2819 -0.5139 2.7784 0.2 0.0 -0.5 0.017
N 0.5154 -2.2103 0.5884 -0.4 -0.9 -0.4 -0.048
P 1.7647 -3.6147 0.4820 2.1 -0.6 0.9 0.397
N 0.8561 -4.9388 1.0238 0.4 0.5 -0.5 -0.641
O 2.0184 -3.9093 -1.0787 -1.1 -0.1 0.2 -0.459
H -2.2122 -2.5646 -3.4486 -0.1 -0.3 -0.1 0.417
H -3.3434 -1.2356 -3.0109 -0.3 -0.3 0.0 0.422
H -1.9145 -0.8715 -3.9026 0.1 -0.1 -0.4 0.408
H -0.0212 -0.3585 -0.0741 -0.5 0.1 0.0 0.321
H 1.8840 0.2733 -0.9274 0.5 0.1 -0.8 0.371
H 2.6846 -1.3563 -1.0066 0.1 -0.2 -0.3 0.432
H 1.6528 0.4853 1.0927 0.1 0.2 0.3 0.286
H 1.4193 -2.1718 2.4195 0.7 0.3 0.3 0.575
H -0.3455 -2.7140 0.8240 -0.4 0.7 -0.1 0.593
H 1.3677 -5.2638 1.8377 -0.3 0.0 0.4 0.331
H 0.9263 -5.7064 0.3610 -0.6 0.0 -0.3 0.306
H 2.9581 -4.0417 -1.2311 0.3 0.1 -0.2 0.369
Cl -4.3958 2.6776 -1.9762 0.0 0.0 0.0 -0.163
C -5.4624 2.6842 -0.5466 -0.1 0.0 0.0 -0.527
C -4.7972 3.3090 0.6517 -0.1 0.1 0.0 -0.469
Cl -3.4518 2.3097 1.2614 0.0 0.0 0.1 -0.112
H -5.7609 1.6583 -0.3461 0.1 0.0 0.0 0.304
H -6.3498 3.2552 -0.8128 0.0 0.1 0.0 0.372
H -5.5150 3.4078 1.4637 0.0 -0.1 0.0 0.315
H -4.4019 4.2948 0.4208 0.1 0.0 0.0 0.300
Cl -0.9110 4.9077 0.4811 0.0 0.0 0.0 -0.148
C 0.6404 4.1347 0.0932 0.0 0.0 0.0 -0.283
C 0.5907 3.3858 -1.2146 0.2 0.0 -0.1 -0.694
Cl -0.4625 1.9364 -1.1307 0.2 0.4 0.0 0.046
H 0.9056 3.4790 0.9216 -0.1 0.0 0.0 0.104
H 1.3847 4.9267 0.0302 0.0 0.0 -0.1 0.389
H 1.5900 3.0388 -1.4788 0.0 0.0 0.0 0.307
H 0.2240 4.0150 -2.0207 -0.1 0.0 0.0 0.423
```
Forces are in eV/Å.

Calculated values
E: -11001.01756 Eh
HOMO-LUMO gap: 9.382 eV
Total charge: +1
Max |F|: 0.052 Eh/bohr

---

# 5
This record from the Open Molecules 2025 dataset describes a structure of composition C13H20F3KN2O5S2. The level of theory is the ωB97M-V functional and the def2-TZVPD basis.

Structure (XYZ):
```
46
Properties=species:S:1:pos:R:3:forces:R:3:mulliken_charge:R:1
K -1.4275 -0.9825 -0.6432 -0.2 0.1 0.4 1.040
C -4.8577 -2.0087 2.7053 -0.6 -0.3 -1.3 0.585
F -3.7533 -2.2708 3.4045 -0.3 0.0 0.4 -0.233
F -5.9182 -2.6718 3.2136 0.7 0.1 0.1 -0.231
F -5.1511 -0.7007 2.8063 0.4 -0.2 0.1 -0.230
S -4.6064 -2.4937 0.8769 -0.5 -1.2 0.0 1.114
O -4.9829 -3.8871 0.7255 -0.1 0.6 0.6 -0.666
O -5.4532 -1.5470 0.1916 0.3 0.3 0.0 -0.672
O -3.1650 -2.3374 0.6937 0.4 0.8 0.0 -0.673
C 0.9312 4.6385 0.5845 0.0 -0.7 -0.3 -1.000
C 2.0982 3.8261 1.1417 0.3 0.2 0.0 -0.632
C 2.2557 2.3959 0.6234 -0.3 0.2 -0.2 -0.186
C 1.0014 1.6647 0.7208 -0.1 -0.3 0.3 0.162
N -0.0137 1.1435 0.8433 -0.1 -0.2 -0.2 -0.439
H 1.0074 4.8155 -0.4917 0.4 0.4 0.1 0.282
H 0.8541 5.5551 1.1623 -0.1 0.2 -0.3 0.349
H -0.0058 4.0790 0.6554 0.0 0.0 0.4 0.241
H 1.9955 3.8253 2.2287 0.1 -0.2 0.0 0.330
H 3.0709 4.2740 0.9156 -0.2 0.4 0.1 0.336
H 3.0395 1.8926 1.1855 -0.1 -0.2 -0.1 0.312
H 2.5359 2.4007 -0.4327 0.1 0.0 0.1 0.257
C 3.9272 -3.8704 -1.5997 -1.3 -1.1 0.6 -0.547
C 4.0963 -4.0050 -0.0765 0.8 0.8 0.6 -0.627
C 2.9515 -3.2929 0.6218 -1.8 -0.8 -1.0 -0.738
S 2.4903 -1.9246 -0.4965 0.8 1.5 0.5 1.075
O 2.9577 -0.6253 -0.0103 -0.3 -1.3 -0.3 -0.640
O 1.0872 -2.0123 -0.8694 0.4 -0.3 0.1 -0.687
C 3.5080 -2.4457 -1.9148 0.3 0.2 -0.3 -0.734
H 3.0874 -4.5151 -1.8881 0.2 -0.1 0.0 0.275
H 4.8186 -4.3151 -2.0336 0.1 0.6 -0.6 0.356
H 5.0406 -3.5262 0.2028 0.1 -0.2 0.1 0.301
H 4.1135 -5.0509 0.2203 0.2 0.0 0.0 0.364
H 2.8979 -3.0432 1.6776 0.9 0.5 -0.1 0.449
H 2.1003 -3.9846 0.5370 -0.1 0.3 -0.2 0.349
H 4.3807 -1.8232 -2.1154 -0.2 0.4 0.7 0.350
H 2.8390 -2.2817 -2.7590 0.0 -0.5 -0.1 0.397
N -2.1737 3.3425 -1.3945 -0.3 0.1 0.8 0.029
C -3.1446 3.3055 -0.4192 -0.7 -0.8 -0.4 -0.625
C -3.8306 2.1122 -0.5492 -0.6 1.5 1.0 -0.432
C -3.2955 1.4399 -1.6390 1.1 -1.2 -1.0 -0.811
C -2.2338 2.1699 -2.1041 0.0 0.7 -0.6 -0.465
H -1.8687 4.2236 -1.7678 0.5 -0.1 0.0 0.262
H -3.3780 4.1080 0.2590 0.3 0.2 -0.1 0.395
H -4.7131 1.8863 0.0284 0.2 -0.4 0.0 0.511
H -3.5754 0.5057 -2.1071 -0.3 0.0 0.4 0.745
H -1.5377 2.0113 -2.9139 -0.2 -0.1 -0.1 0.406
```
Forces are in eV/Å.

Calculated values
E: -2689.00303 Eh
HOMO-LUMO gap: 8.185 eV
Total charge: 0
Max |F|: 0.043 Eh/bohr